Density functional theory data (the ωB97M-V functional and the def2-TZVPD basis) for a molecular structure, C35H34CsN6O3PS3Se2 at a distorted geometry.

The largest force on an atom is 1.442 eV/A. The calculation puts the HOMO energy at -0.066 hartree.

Geometry as ORCA input:
```
! RIJCOSX wB97M-V def2-TZVPD def2/J DEFGRID3
* xyz -2 1
Cs -0.41601 -0.45125 0.59625
N -2.15382 -4.24051 -2.62729
C -1.70035 -3.61407 -1.45341
S -2.77315 -2.44166 -0.77488
N -0.54285 -4.02907 -1.04814
N 0.07882 -3.32675 -0.04011
C 0.70096 -4.05122 0.79471
C 1.51640 -3.58338 1.92699
C 1.80329 -4.52060 2.92585
C 2.53642 -4.21231 4.06164
C 3.00551 -2.90170 4.20564
C 2.76708 -1.96133 3.21946
C 2.04699 -2.26133 2.03144
O 1.90710 -1.36207 1.10632
H -3.15571 -4.31796 -2.64507
H -1.67267 -5.11254 -2.80054
H 0.60269 -5.13997 0.71539
H 1.41714 -5.52905 2.80069
H 2.72599 -4.96261 4.81934
H 3.56003 -2.61904 5.09429
H 3.11588 -0.93866 3.32540
Se -1.36702 1.54311 3.27538
P 0.10420 2.73664 4.27758
Se 2.16300 2.65948 3.70711
C -0.05771 2.40962 6.08771
C -1.23741 2.75923 6.74720
C -1.39077 2.49829 8.10377
C -0.36962 1.87300 8.81241
C 0.80000 1.51132 8.15759
C 0.95739 1.78212 6.79980
C -0.43789 4.51475 4.21495
C -1.71589 4.87609 3.79603
C -2.09913 6.21906 3.76290
C -1.20359 7.21095 4.14269
C 0.07695 6.85744 4.56180
C 0.45593 5.51983 4.59899
H -2.04017 3.22697 6.18761
H -2.31059 2.77598 8.60642
H -0.49056 1.66563 9.86995
H 1.59554 1.01645 8.70361
H 1.87028 1.51746 6.27832
H -2.39800 4.09286 3.48122
H -3.09486 6.48636 3.42736
H -1.49633 8.25453 4.10704
H 0.78292 7.62662 4.85352
H 1.46057 5.23891 4.89494
O -1.06663 7.66748 -2.24154
C -1.12769 7.23052 -0.88253
C -0.75358 5.77962 -0.78575
C -0.28123 5.27020 0.40869
C -0.01533 3.90965 0.48266
N -0.16770 3.08399 -0.54691
C -0.58634 3.57500 -1.70616
C -0.90569 4.91766 -1.86453
C -0.68701 2.57974 -2.83096
C -1.08457 2.93730 -4.10969
C -1.14409 1.96694 -5.10428
C -1.60353 2.33219 -6.49061
O -2.86461 3.00835 -6.49426
C -0.79718 0.66985 -4.78335
C -0.39971 0.39707 -3.47970
N -0.34966 1.32533 -2.53158
H -1.39377 8.56868 -2.28105
H -2.14123 7.35592 -0.48974
H -0.45494 7.81446 -0.25127
H -0.12361 5.90644 1.27228
H 0.36857 3.47104 1.39398
H -1.25200 5.31383 -2.80938
H -1.35511 3.95800 -4.35165
H -1.64683 1.43251 -7.10808
H -0.90022 3.02224 -6.95596
H -3.43634 2.55447 -5.86746
H -0.83822 -0.12291 -5.52220
H -0.11506 -0.60866 -3.18578
S 3.11924 -0.60680 -3.12188
C 4.09426 -1.25418 -1.94961
N 3.76386 -1.76127 -0.75774
C 4.83803 -2.35163 0.03790
C 6.12525 -1.68003 -0.40244
S 5.86383 -1.37318 -2.17429
H 2.86269 -1.59085 -0.28295
H 4.88697 -3.42370 -0.16816
H 4.63367 -2.21112 1.09874
H 6.99831 -2.31198 -0.24876
H 6.26879 -0.72505 0.10119
*
```

***

Density functional theory data (the ωB97M-V functional and the def2-TZVPD basis) for a molecular structure, FHO2PSn at a distorted geometry.

As for the relative energy (zero: lowest compared OMol25 entry of this formula, charge and spin): 0.0 kJ/mol. The largest force on an atom is 9.274 eV/A. The calculation puts the HOMO energy at -0.498 hartree.

Geometry as ORCA input:
```
! RIJCOSX wB97M-V def2-TZVPD def2/J DEFGRID3
* xyz 1 1
P -0.08902 -1.36906 -1.22682
O -1.58038 -0.94174 -0.87609
O 0.66757 -0.66024 -0.09289
F 1.51751 2.38049 1.55934
Sn 1.10045 0.95484 0.67504
H -1.61613 -0.36430 -0.03858
*
```

***

Density functional theory data (the ωB97M-V functional and the def2-TZVPD basis) for a molecular structure, C12H15CrN5O8S2 at a distorted geometry.

The largest force on an atom is 1.275 eV/A. The expectation value of S² is 0.789. The calculation puts the HOMO energy (alpha / beta) at -0.439 / -0.438 hartree.

Geometry as ORCA input:
```
! RIJCOSX wB97M-V def2-TZVPD def2/J DEFGRID3
* xyz 1 2
Cr 0.36789 0.26815 -0.15507
C 4.30731 2.94290 -2.15351
O 3.88707 1.69869 -1.56280
C 2.64995 1.51752 -1.20021
O 2.35353 0.52791 -0.51449
N 1.71187 2.42410 -1.56728
N 0.40874 2.18325 -1.09879
H 5.39040 2.92366 -2.12037
H 3.93537 3.78801 -1.57608
H 3.98273 3.01482 -3.19193
H 1.82322 2.97837 -2.40226
H -0.26208 1.89613 -1.83676
H 0.04747 3.03468 -0.68123
O -3.72433 1.07603 -0.54484
S -2.51540 0.46217 -0.98552
O -1.49263 0.38973 0.15774
O -1.89855 1.08694 -2.13724
C -2.83374 -1.27635 -1.22110
C -4.15255 -1.67040 -1.04934
C -4.48206 -3.01704 -1.07115
C -3.49593 -3.97082 -1.26584
C -2.17507 -3.58592 -1.43235
C -1.83717 -2.24054 -1.40193
S -0.08833 -1.91275 -1.42273
O 0.27525 -1.72141 0.03162
O 0.57598 -2.99002 -2.06323
O 0.16703 -0.56689 -1.99540
H -4.89737 -0.90326 -0.89350
H -5.51030 -3.31632 -0.92217
H -3.75227 -5.02121 -1.28141
H -1.39463 -4.31744 -1.59183
N 2.29167 -0.99351 4.53132
C 1.52135 -0.13821 3.83448
C 1.43971 -0.18355 2.42763
N 0.65967 0.66403 1.76584
C -0.04201 1.57318 2.45811
C 0.05455 1.60508 3.83751
N 0.81811 0.76751 4.52013
H 2.82950 -1.70803 4.07787
H 2.26501 -0.94108 5.53466
H 1.99214 -0.91010 1.84507
H -0.69619 2.23029 1.90512
H -0.50490 2.33169 4.41327
*
```

***

Density functional theory data (the ωB97M-V functional and the def2-TZVPD basis) for a single C4H7NO molecule.

The SMILES is C/C=N/CC=O. As for the relative energy (zero: lowest compared OMol25 entry of this formula, charge and spin): 179.4 kJ/mol. The largest force on an atom is 0.481 eV/A. The calculation puts the HOMO energy at -0.351 hartree.

Geometry as ORCA input:
```
! RIJCOSX wB97M-V def2-TZVPD def2/J DEFGRID3
* xyz 0 1
C -2.13496 -0.59645 0.73522
C -0.70358 -0.58537 0.32493
C 0.99512 0.47937 -0.78073
N -0.12003 0.52463 0.14145
C 2.32248 0.79096 -0.14436
O 3.28453 0.07085 -0.25938
H -2.37832 -1.15931 1.63739
H -2.66207 -1.06031 -0.10892
H -2.45765 0.44312 0.81523
H -0.24890 -1.53891 0.00731
H 1.07479 -0.48029 -1.30887
H 0.75438 1.26078 -1.51378
H 2.36214 1.73087 0.44077
*
```

***

Density functional theory data (the ωB97M-V functional and the def2-TZVPD basis) for 2 unconnected molecules or ions with the total composition C3H11N2O at a distorted geometry.

As for the relative energy (zero: lowest compared OMol25 entry of this formula, charge and spin): 68.5 kJ/mol. The largest force on an atom is 1.396 eV/A. The calculation puts the HOMO energy at -0.548 hartree.

Geometry as ORCA input:
```
! RIJCOSX wB97M-V def2-TZVPD def2/J DEFGRID3
* xyz 1 1
C -2.51976 -0.79679 -0.15752
C -2.20751 0.66612 0.15517
N 1.46200 0.66999 -0.34459
C 0.21829 0.27199 -0.25327
N -0.79220 1.06107 0.03334
H -1.94724 -1.51590 0.43080
H -2.31300 -1.00548 -1.20286
H -3.55638 -0.88113 0.13989
H -2.59442 1.09011 1.07536
H -2.73449 1.23879 -0.61489
H 1.79869 1.56173 -0.04578
H 2.18621 -0.04430 -0.29767
H -0.02965 -0.77473 -0.33707
H -0.48615 1.89968 0.50490
H 4.60907 -1.37782 -0.46373
H 4.76345 -1.03256 1.05679
O 4.14309 -1.03080 0.32111
*
```

***

Density functional theory data (the ωB97M-V functional and the def2-TZVPD basis) for 12 unconnected molecules or ions with the total composition H24O11S2 at a distorted geometry.

The SMILES is SS.O.O.O.O.O.O.O.O.O.O.O. The largest force on an atom is 1.999 eV/A. The calculation puts the HOMO energy at -0.336 hartree.

Geometry as ORCA input:
```
! RIJCOSX wB97M-V def2-TZVPD def2/J DEFGRID3
* xyz 0 1
S -0.96947 -1.10540 3.81625
S 1.03666 -0.80962 4.12461
H -1.58882 0.01789 4.22539
H 1.18206 0.21263 3.28222
H -1.36455 -0.63145 0.72519
H -0.75243 -2.01737 0.93748
O -0.73080 -1.24838 0.37347
H -0.08192 0.13579 -1.85693
H -1.48542 -0.19402 -2.50664
O -0.53001 -0.14987 -2.66428
H -4.01799 -0.42513 1.52786
H -3.41646 0.95084 1.49632
O -3.21995 0.03371 1.26280
H -1.58332 2.60588 0.24931
H -2.51666 3.51224 1.13055
O -2.50033 2.89981 0.39298
H 1.01992 -0.84113 -0.29614
H 1.83632 -0.89450 -1.52256
O 1.64378 -0.26600 -0.79967
H 0.88381 -3.82547 -1.48982
H -0.12920 -2.59923 -1.15178
O 0.64490 -3.11518 -0.91367
H 0.59891 2.86551 -0.66010
H 0.97811 1.80050 0.41309
O 0.35386 2.48830 0.17533
H 0.93690 -1.71085 -3.57991
H 1.80767 -0.50895 -3.76130
O 1.84951 -1.42637 -3.47104
H 2.61841 -0.70364 0.88014
H 3.90980 -0.75705 1.74830
O 3.11009 -0.28662 1.59981
H 3.52778 2.28966 0.61810
H 2.79384 1.27971 -0.33280
O 3.08953 2.18587 -0.22093
H -2.93674 -0.67926 -1.04572
H -2.86198 0.83588 -1.11267
O -3.13583 0.08125 -1.59321
*
```

***

- Number 2 is which compound?
  FHO2PSn